[1]
H4NO2PS | ωB97M-V with the def2-TZVPD basis set

Geometry as XYZ:
```
9
Properties=species:S:1:pos:R:3:forces:R:3
N -1.38519 0.01451 -0.61377 -2.40 -1.01 -3.13
O 0.97968 1.34527 1.21297 -1.06 0.73 -0.43
O 0.17720 -2.00134 -1.14384 0.56 -0.19 -0.83
P 2.31234 0.97189 1.66605 1.78 -0.40 0.60
S -1.19165 -1.52496 -1.38019 -0.16 0.84 3.12
H -0.69796 0.28800 0.00222 2.08 0.48 1.76
H -1.53614 0.69300 -1.34196 0.21 0.44 0.05
H 3.16453 2.21749 1.83709 -0.78 -0.39 -0.22
H -1.82281 -2.00387 -0.23857 -0.22 -0.51 -0.90
```
Positions in Å, forces in eV/Å.

Properties
energy = -947.086967 Ha
energy above the lowest of the compared OMol25 structures with the same formula, charge and spin = 113.8 kcal per mole
frontier orbital gap = 8.100 eV
F_max = 4.1 eV Å⁻¹

=====

[2]
CHF3O2 | ωB97M-V with the def2-TZVPD basis set

Geometry as XYZ:
```
7
Properties=species:S:1:pos:R:3:forces:R:3
C -0.30051 0.20480 0.60812 4.83 -0.78 0.94
O -0.06960 -0.86349 -1.47384 -2.22 -1.06 1.47
O -0.72847 0.08368 -0.61410 -0.44 0.07 -1.68
F -0.53194 -0.74818 1.47598 0.44 0.20 -0.70
F -0.57216 1.34794 1.06961 -0.85 1.22 0.62
F 1.48858 0.36667 0.56973 -4.03 -0.85 -0.25
H 0.71410 -0.39141 -1.63550 2.27 1.20 -0.39
```
Positions in Å, forces in eV/Å.

Properties
energy = -488.638798 Ha
energy above the lowest of the compared OMol25 structures with the same formula, charge and spin = 32.8 kcal per mole
frontier orbital gap = 12.738 eV
F_max = 5.0 eV Å⁻¹

=====

[3]
C2H4N2S | ωB97M-V with the def2-TZVPD basis set

Geometry as XYZ:
```
9
Properties=species:S:1:pos:R:3:forces:R:3
C 1.09609 -0.59364 -0.94852 -1.66 1.13 1.04
C -0.14470 0.25316 -0.77733 1.07 -0.69 -1.32
N 2.16718 -0.97238 -0.89951 1.42 -0.89 -0.21
N -0.45556 0.67141 0.59874 4.18 0.98 1.20
S -0.65424 -0.46964 1.94633 1.48 0.05 -0.85
H -1.90092 -0.70159 1.74725 -1.73 -0.22 -0.21
H 0.27486 1.19758 -1.35978 -1.95 -1.63 0.95
H -0.96735 -0.36860 -1.21133 0.36 1.30 0.00
H 0.58464 0.98368 0.90415 -3.16 -0.04 -0.59
```
Positions in Å, forces in eV/Å.

Properties
SMILES string = N#CCNS
energy = -586.228416 Ha
energy above the lowest of the compared OMol25 structures with the same formula, charge and spin = 41.4 kcal per mole
frontier orbital gap = 9.924 eV
F_max = 4.5 eV Å⁻¹

=====

[4]
C30H60N3O4S | ωB97M-V with the def2-TZVPD basis set

Geometry as XYZ:
```
98
Properties=species:S:1:pos:R:3:forces:R:3
C 5.39623 -1.73389 0.76264 -0.02 0.20 0.08
C 5.28806 -0.21987 0.54553 -0.72 -0.25 -0.48
C 4.02603 0.17959 -0.25030 0.23 0.03 0.36
C 4.22912 1.45234 -1.06363 0.02 -0.33 -0.59
C 3.07150 1.76405 -2.02055 0.41 -0.23 0.49
C 2.91814 0.70200 -3.09890 -0.60 0.37 -0.33
C 1.91387 1.10861 -4.19514 0.33 -0.47 0.67
C 1.50205 -0.09994 -5.05821 0.09 0.63 -0.47
C -0.00075 -0.34491 -5.22716 0.40 -0.44 0.04
C -0.59521 -1.23554 -4.12925 -0.76 0.07 -0.18
C -0.59242 -0.58588 -2.74317 0.47 0.68 -0.85
C -1.54305 0.62217 -2.78758 -0.75 -0.30 0.29
C -2.11732 1.19629 -1.47282 0.61 -0.12 -0.21
C -1.76336 0.38343 -0.21933 0.42 0.13 -0.11
S -0.00643 0.92000 0.14488 0.12 0.04 -0.15
C -2.58966 0.80156 1.02396 -0.56 0.78 -0.17
C -3.19456 2.19874 0.87281 -0.27 -0.67 1.03
C -3.13090 3.04067 2.09590 2.69 1.63 -1.98
O -2.27134 3.21844 0.80600 -0.09 -0.18 -0.14
C -1.88742 -1.12575 -0.54374 -0.78 -0.97 0.29
C -3.24140 -1.46320 -1.22048 -0.01 -0.21 -0.60
O -4.28732 -0.68940 -0.68265 0.29 0.20 0.45
N -5.59573 -1.34623 -0.95507 0.09 -0.27 -0.66
O -6.04265 -1.74916 0.01344 -0.31 0.06 0.47
N -1.89124 -1.88114 0.66854 0.15 1.43 0.60
C -1.04039 -2.03083 1.60852 -0.06 -0.81 -0.34
C -1.55748 -2.08581 3.01459 0.04 0.16 -0.06
C 0.44115 -2.31972 1.51410 -0.03 0.06 0.18
N -0.78652 -1.52485 -1.55413 0.18 -0.10 0.24
C -0.64594 -3.01707 -1.77934 0.47 -0.93 0.01
C 0.82546 -3.34147 -2.11020 -0.02 0.13 -0.15
C -1.70481 -3.72171 -2.65156 -0.31 -0.22 -0.14
C -1.18633 -4.83115 -3.56868 0.05 0.60 -0.21
H 6.43712 -2.04814 0.76734 0.04 -0.09 0.21
H 4.90563 -2.28633 -0.03971 0.00 0.00 -0.09
H 4.92930 -2.03233 1.69999 0.03 -0.12 0.06
H 6.14071 0.11275 -0.04359 0.18 0.15 0.21
H 5.24540 0.29695 1.50131 0.45 0.14 0.04
H 3.18237 0.32257 0.43601 -0.08 -0.09 0.00
H 3.77931 -0.66146 -0.90128 -0.11 0.07 -0.18
H 4.44738 2.29953 -0.41456 -0.06 0.04 0.09
H 5.11162 1.29220 -1.69136 0.17 0.13 0.10
H 2.15516 1.79705 -1.42643 -0.16 0.27 -0.18
H 3.24414 2.74130 -2.47175 -0.13 0.08 -0.05
H 3.87611 0.47486 -3.57008 0.09 -0.17 0.12
H 2.51433 -0.21006 -2.64956 0.30 -0.19 0.07
H 2.36957 1.88788 -4.80211 -0.17 0.14 -0.07
H 1.06028 1.54178 -3.66933 -0.14 0.16 -0.23
H 1.99771 -1.00091 -4.68887 -0.10 -0.12 0.08
H 1.91596 0.06132 -6.05399 0.03 -0.09 -0.06
H -0.54390 0.58739 -5.37302 -0.03 0.08 0.15
H -0.13536 -0.91058 -6.14987 -0.09 0.02 -0.07
H -0.06645 -2.18027 -4.18495 0.13 -0.03 0.23
H -1.63058 -1.44995 -4.40610 -0.04 -0.05 -0.02
H 0.40512 -0.16705 -2.62502 0.08 -0.24 0.44
H -1.03471 1.41841 -3.31915 0.19 -0.02 -0.03
H -2.38691 0.35383 -3.42579 -0.02 -0.03 -0.06
H -3.19341 1.28819 -1.57144 -0.08 0.03 0.08
H -1.68559 2.18323 -1.33524 -0.30 0.20 0.09
H 0.64532 -0.23653 0.31990 -0.12 -0.02 0.12
H -3.39628 0.11487 1.25151 0.09 -0.20 -0.06
H -1.93507 0.89900 1.88376 0.12 -0.40 0.07
H -4.09422 2.29582 0.27633 -0.02 0.02 -0.24
H -3.49259 4.05883 2.09239 -1.29 -0.41 0.72
H -2.31130 2.86503 2.78104 -0.75 -0.56 0.82
H -3.42164 -2.51946 -1.02179 0.02 -0.05 0.10
H -3.19024 -1.35292 -2.30721 0.02 0.24 -0.03
H -2.63409 -1.96049 3.03575 -0.08 -0.17 0.00
H -1.23181 -2.97324 3.55263 -0.07 -0.09 0.02
H -1.11818 -1.22598 3.53120 0.06 -0.01 0.07
H 0.81117 -2.53918 0.51623 0.04 0.15 -0.09
H 1.03014 -1.53324 1.98433 0.06 0.10 -0.06
H 0.62495 -3.20611 2.12224 0.02 -0.10 -0.04
H 0.04097 -1.35373 -0.98443 0.05 0.23 -0.12
H -0.75922 -3.46919 -0.79717 -0.27 0.50 0.27
H 1.50564 -2.56898 -1.74293 0.02 0.05 0.02
H 1.10951 -4.26614 -1.61373 -0.03 -0.08 0.01
H 1.02870 -3.47694 -3.16553 0.04 0.10 -0.07
H -2.44380 -4.17328 -1.99011 0.01 0.02 0.12
H -2.27838 -3.03802 -3.26732 0.13 0.23 -0.02
H -2.02305 -5.20030 -4.15550 -0.06 -0.28 0.12
H -0.70576 -5.64295 -3.03130 -0.02 -0.11 0.02
H -0.48773 -4.42313 -4.29786 0.14 -0.11 -0.02
C 0.28273 3.92385 4.90925 -0.04 0.09 0.08
C -0.03683 2.81245 5.89664 -0.02 -0.05 -0.12
O 0.41443 3.05820 7.21011 0.06 -0.05 0.04
C -0.13545 4.19887 7.84966 -0.04 0.09 0.07
C -1.64332 4.14032 8.02398 -0.01 -0.08 -0.12
H 1.34234 4.17882 4.94585 0.02 -0.05 -0.02
H 0.03447 3.60700 3.89398 0.02 0.00 0.00
H -0.28338 4.83158 5.12228 -0.03 -0.01 -0.04
H 0.46993 1.89585 5.58888 0.02 0.00 0.05
H -1.11326 2.59637 5.89176 -0.01 0.03 -0.01
H 0.15562 5.11341 7.32111 -0.02 -0.01 -0.02
H 0.34454 4.23423 8.82690 0.04 -0.05 -0.01
H -2.16897 4.20302 7.06944 -0.01 0.05 0.01
H -1.98014 4.97302 8.64110 0.01 0.00 0.01
H -1.93542 3.20665 8.50622 0.01 0.02 0.05
```
Positions in Å, forces in eV/Å.

Properties
charge = +1
energy = -2042.023583 Ha
frontier orbital gap = 8.287 eV
F_max = 3.7 eV Å⁻¹

=====

[5]
C16H11NO4 | ωB97M-V with the def2-TZVPD basis set

Geometry as XYZ:
```
32
Properties=species:S:1:pos:R:3:forces:R:3
O 0.49843 -3.75084 -5.45365 -0.78 -0.38 1.22
O 0.63957 -0.29380 -2.72504 -0.68 -0.25 1.13
O -1.35904 -4.67492 -3.16447 1.12 2.06 0.16
O -1.32920 -2.43009 -1.27676 0.91 -0.25 -1.91
C 0.22222 -3.13789 -4.42833 1.57 -0.57 -4.04
C 0.30060 -1.40776 -3.06437 0.70 3.12 1.04
C -0.60735 -3.50869 -3.31194 -1.42 0.07 2.78
C -0.55333 -2.44942 -2.41352 -1.44 -2.91 -0.92
C 1.09531 4.01648 3.72445 -0.38 -0.65 0.13
C -0.27531 3.66982 3.75158 0.84 0.58 -0.16
C 2.00293 3.23414 2.99270 -0.48 1.29 0.03
C -1.84080 -0.35430 -0.23141 0.00 0.50 0.86
C 0.17982 -1.52277 0.35760 0.38 0.62 0.07
C -0.71144 2.60066 2.99663 0.30 -1.08 -0.62
C 1.52552 2.23196 2.16485 0.08 -1.10 0.12
C -1.47432 0.69197 0.66165 -0.33 -0.39 -0.70
C 0.55051 -0.46743 1.20670 -0.18 0.11 -0.67
C -0.99878 -1.43677 -0.40471 1.05 1.26 1.86
C 0.17813 1.83232 2.19519 0.23 1.03 0.17
C -0.24174 0.69720 1.32864 -0.66 -0.83 0.10
N 0.70249 -1.85654 -4.26118 0.30 -1.08 -1.20
H -1.20675 -5.28036 -3.89262 0.29 0.03 -0.46
H 1.46138 4.86428 4.29706 -0.10 -0.14 -0.03
H -1.00421 4.26032 4.32174 0.45 -0.28 -0.19
H 3.05278 3.54310 2.99527 -0.34 -0.34 -0.10
H -2.80300 -0.36620 -0.74868 0.34 0.24 0.11
H 0.89210 -2.35127 0.24886 -0.57 0.19 -0.05
H -1.75233 2.30739 3.04236 -0.06 0.00 -0.04
H 2.22064 1.65977 1.53141 -0.32 0.40 0.29
H -2.16862 1.53497 0.78720 0.41 -0.38 -0.12
H 1.51298 -0.51765 1.72182 -0.39 -0.08 -0.05
H 1.29083 -1.33768 -4.94902 -0.85 -0.81 1.15
```
Positions in Å, forces in eV/Å.

Properties
SMILES string = O=C1NC(=O)C(Oc2ccc(-c3ccccc3)cc2)=C1O
energy = -972.012472 Ha
energy above the lowest of the compared OMol25 structures with the same formula, charge and spin = 0.0 kcal per mole
frontier orbital gap = 7.849 eV
F_max = 4.4 eV Å⁻¹

=====

[6]
C4H11NO2 | ωB97M-V with the def2-TZVPD basis set

Geometry as XYZ:
```
18
Properties=species:S:1:pos:R:3:forces:R:3
O 0.29009 -1.70719 2.10590 0.52 -0.93 -1.45
C 0.58893 -2.14999 0.99786 -0.20 1.73 -0.14
N 0.59668 -1.34850 -0.15634 -1.30 -0.33 1.73
C 0.00000 0.00000 0.00000 -0.05 -0.30 0.36
C 1.98302 -1.81692 -2.01641 0.00 -0.26 -0.37
C 0.55494 -1.98360 -1.45513 0.97 0.08 -0.81
H 0.93205 -3.19154 0.78544 -0.27 0.41 0.24
H -0.98924 -0.12787 0.47081 0.31 0.30 -0.09
H -0.13244 0.52882 -0.95886 0.28 -0.54 0.27
H 0.62655 0.62199 0.66119 -0.30 -0.33 -0.26
H 2.18606 -2.39526 -2.93343 -0.18 0.22 0.27
H 2.67735 -2.15257 -1.22784 -0.16 0.16 -0.43
H 2.17462 -0.75059 -2.22334 0.01 -0.41 0.12
H 0.27841 -3.05437 -1.40577 0.09 0.52 0.20
H -0.18783 -1.47347 -2.09816 0.28 -0.32 0.35
O -2.13092 -2.80597 -6.51688 -0.76 0.76 0.61
H -2.21134 -2.66922 -5.54576 0.04 -0.13 -1.07
H -2.80866 -2.20955 -6.90830 0.72 -0.63 0.46
```
Positions in Å, forces in eV/Å.

Properties
SMILES string = CCN(C)C=O.O
energy = -364.227870 Ha
energy above the lowest of the compared OMol25 structures with the same formula, charge and spin = 25.3 kcal per mole
frontier orbital gap = 9.790 eV
F_max = 2.2 eV Å⁻¹

=====

[7]
C9H14O | ωB97M-V with the def2-TZVPD basis set

Geometry as XYZ:
```
24
Properties=species:S:1:pos:R:3:forces:R:3
C 0.42509 -2.55313 1.94557 0.98 1.64 -0.51
C 0.43157 1.11020 1.14803 -0.70 1.07 -1.32
C 0.91058 -0.08005 1.61588 -1.49 -0.06 0.06
C -0.88845 1.27679 0.64945 0.77 0.11 0.70
C -0.00804 -1.14100 1.52251 0.28 -1.68 0.50
C -1.83980 0.28743 0.74039 1.15 -0.89 0.88
C -1.31647 -0.99050 1.10316 -0.29 1.42 -0.43
O -1.11319 2.49373 0.03889 -0.30 0.18 -0.31
H 0.98588 2.02272 0.95342 0.53 -0.20 0.54
H 1.87158 -0.18622 2.09543 0.18 -0.10 -0.24
H -1.55632 3.12602 0.60446 -0.18 0.03 0.27
H -2.89901 0.49923 0.73948 -0.08 -0.15 -0.82
H 1.38917 -2.73730 1.45715 -0.28 -0.44 -0.17
H -0.33004 -3.26865 1.65435 0.07 -0.37 0.30
H -1.93818 -1.86294 0.96679 -0.15 -0.08 0.42
H 0.69369 -2.52097 2.99998 -0.50 -0.42 0.23
C 0.52771 -0.12896 -2.19183 0.22 0.57 -0.09
C 0.80407 1.21305 -2.88358 0.05 0.23 0.27
H -0.54533 -0.28541 -2.28837 0.03 -0.54 -0.10
H 1.12025 -0.95064 -2.58613 -0.21 -0.14 -0.26
H 0.72547 -0.09619 -1.12399 0.10 0.16 0.05
H 0.17805 1.95503 -2.39320 -0.21 0.19 -0.17
H 0.56016 1.18551 -3.94597 -0.16 -0.06 0.03
H 1.81154 1.63227 -2.82187 0.17 -0.49 0.18
```
Positions in Å, forces in eV/Å.

Properties
SMILES string = Cc1ccc(O)cc1.CC
energy = -426.540582 Ha
energy above the lowest of the compared OMol25 structures with the same formula, charge and spin = 20.2 kcal per mole
frontier orbital gap = 9.578 eV
F_max = 2.0 eV Å⁻¹

=====

[8]
H3NOS2 | ωB97M-V with the def2-TZVPD basis set

Geometry as XYZ:
```
7
Properties=species:S:1:pos:R:3:forces:R:3
N -0.66475 -0.69508 -0.69471 0.88 -0.92 0.88
O 0.52838 1.35383 0.50653 -0.23 -2.56 0.70
S 1.82926 -1.34341 0.54225 -2.03 0.17 0.70
S -0.02692 -0.76558 0.84596 3.21 2.31 -1.76
H 0.10523 -0.25854 -1.22623 -0.97 0.05 -0.16
H -1.53352 -0.19961 -0.61551 -0.32 0.52 -0.57
H -0.23768 1.90839 0.64171 -0.54 0.42 0.20
```
Positions in Å, forces in eV/Å.

Properties
energy = -928.074998 Ha
energy above the lowest of the compared OMol25 structures with the same formula, charge and spin = 38.9 kcal per mole
frontier orbital gap (spin up / spin down) = 7.904 / 7.904 eV
F_max = 4.3 eV Å⁻¹

=====

Repeat the sixth record exactly.
C4H11NO2 | ωB97M-V with the def2-TZVPD basis set

Geometry as XYZ:
```
18
Properties=species:S:1:pos:R:3:forces:R:3
O 0.29009 -1.70719 2.10590 0.52 -0.93 -1.45
C 0.58893 -2.14999 0.99786 -0.20 1.73 -0.14
N 0.59668 -1.34850 -0.15634 -1.30 -0.33 1.73
C 0.00000 0.00000 0.00000 -0.05 -0.30 0.36
C 1.98302 -1.81692 -2.01641 0.00 -0.26 -0.37
C 0.55494 -1.98360 -1.45513 0.97 0.08 -0.81
H 0.93205 -3.19154 0.78544 -0.27 0.41 0.24
H -0.98924 -0.12787 0.47081 0.31 0.30 -0.09
H -0.13244 0.52882 -0.95886 0.28 -0.54 0.27
H 0.62655 0.62199 0.66119 -0.30 -0.33 -0.26
H 2.18606 -2.39526 -2.93343 -0.18 0.22 0.27
H 2.67735 -2.15257 -1.22784 -0.16 0.16 -0.43
H 2.17462 -0.75059 -2.22334 0.01 -0.41 0.12
H 0.27841 -3.05437 -1.40577 0.09 0.52 0.20
H -0.18783 -1.47347 -2.09816 0.28 -0.32 0.35
O -2.13092 -2.80597 -6.51688 -0.76 0.76 0.61
H -2.21134 -2.66922 -5.54576 0.04 -0.13 -1.07
H -2.80866 -2.20955 -6.90830 0.72 -0.63 0.46
```
Positions in Å, forces in eV/Å.

Properties
SMILES string = CCN(C)C=O.O
energy = -364.227870 Ha
energy above the lowest of the compared OMol25 structures with the same formula, charge and spin = 25.3 kcal per mole
frontier orbital gap = 9.790 eV
F_max = 2.2 eV Å⁻¹

=====

> The highest energy belongs to which entry?

C4H11NO2